61
Properties=species:S:1:pos:R:3:forces:R:3:lowdin_charge:R:1 method="wB97M-V/def2-TZVPD" gap_ev=6.511 e_homo_ha=-0.408 total_charge=+1 de_lowest_kcal_mol=0.00
Au -1.016861 0.130841 -0.976351 -0.092 -0.014 0.029 0.606
O 4.440783 0.701192 -0.177973 0.001 -0.002 0.022 0.100
C 4.573046 0.719183 1.152222 -0.003 -0.001 -0.026 -0.245
C 5.783321 1.173725 1.675662 0.008 0.005 0.004 0.005
C 5.967931 1.215042 3.038643 -0.001 -0.002 -0.003 -0.045
C 4.960040 0.810628 3.922396 -0.001 0.001 0.002 -0.072
C 3.765406 0.363424 3.420300 -0.003 -0.007 0.002 -0.023
C 3.543412 0.302903 2.028078 0.008 -0.007 0.002 -0.087
C 2.299154 -0.184275 1.473806 0.034 0.025 -0.013 -0.348
O 2.052507 -0.245073 0.275541 -0.022 0.030 0.021 -0.081
N 1.313809 -0.565099 2.477042 -0.008 0.017 0.008 0.108
N 0.367731 -1.228783 2.016349 0.016 -0.033 0.008 0.060
C -0.532434 -1.541971 3.053886 -0.031 0.002 0.026 -0.021
C -1.671457 -2.255231 2.949494 -0.004 0.005 -0.027 -0.091
C -2.418385 -2.464400 4.184889 -0.021 -0.006 0.014 -0.042
C -3.554874 -3.169018 4.209903 0.017 0.009 0.015 -0.053
C -4.088010 -3.753332 2.992234 -0.005 -0.004 -0.025 -0.038
C -3.473089 -3.606264 1.810835 -0.006 -0.014 0.021 0.000
C -2.229229 -2.847314 1.681861 0.016 0.003 -0.030 -0.328
O -1.695167 -2.707915 0.593373 -0.001 -0.013 0.032 -0.088
H 3.550803 0.354287 -0.385397 0.003 -0.003 -0.008 0.075
H 6.556488 1.484239 0.986744 -0.001 0.000 0.000 0.127
H 6.912059 1.569370 3.431914 0.000 0.000 0.000 0.116
H 5.122835 0.852833 4.989714 0.000 0.000 0.000 0.108
H 2.974169 0.052581 4.085134 -0.001 0.001 0.003 0.105
H -0.239399 -1.162433 4.029983 0.010 0.004 -0.005 0.122
H -2.015581 -2.032623 5.092312 0.001 0.003 -0.002 0.117
H -4.088265 -3.316068 5.138643 -0.002 -0.002 -0.002 0.113
H -5.007399 -4.321863 3.053766 0.000 0.000 0.001 0.116
H -3.861281 -4.039258 0.899027 0.005 0.002 -0.002 0.120
C -0.980014 -2.859140 -2.798078 0.024 -0.013 0.008 -0.384
Te 0.313479 -2.012676 -1.322683 -0.003 0.053 -0.075 1.426
C 1.357486 -1.303241 -3.050922 0.014 -0.058 -0.010 -0.390
C 0.303658 -1.184217 -4.122664 0.002 0.009 -0.005 -0.313
C 0.456037 -0.341811 -5.217263 0.006 -0.008 0.003 -0.036
C -0.535812 -0.266252 -6.183377 -0.009 -0.001 -0.002 -0.074
C -1.684678 -1.035502 -6.060639 0.005 0.007 -0.004 -0.075
C -1.841587 -1.878704 -4.970938 0.004 -0.004 0.008 -0.038
C -0.852566 -1.955641 -3.997667 -0.016 0.000 -0.012 -0.312
H -1.990339 -2.912559 -2.400353 0.001 0.002 0.002 0.058
H -0.633197 -3.872598 -3.006772 0.005 0.001 0.007 0.071
H 2.123155 -2.037903 -3.306740 -0.002 0.005 -0.008 0.070
H 1.845505 -0.356747 -2.829884 -0.005 -0.001 0.015 0.057
H 1.352160 0.259598 -5.311763 -0.001 0.000 -0.001 0.117
H -0.413782 0.395882 -7.030176 -0.001 0.000 0.000 0.107
H -2.460747 -0.975664 -6.812057 0.001 0.000 -0.001 0.107
H -2.738722 -2.478316 -4.873917 0.000 -0.001 0.000 0.116
S -4.004629 3.620191 -0.732032 0.001 -0.002 0.001 1.119
C -3.369099 2.061429 -1.003627 -0.004 0.013 -0.015 -0.442
N -2.113425 1.900713 -0.708355 0.044 0.005 0.003 -0.155
C -1.551383 3.078026 -0.219056 0.006 -0.004 0.029 -0.318
C -0.228926 3.244534 0.193074 0.002 -0.004 0.004 -0.021
C 0.154752 4.483627 0.653115 0.002 0.000 -0.001 -0.058
C -0.755019 5.550534 0.707468 -0.003 0.003 -0.004 -0.062
C -2.063139 5.395290 0.304381 0.004 -0.001 0.000 -0.069
C -2.453221 4.140078 -0.161456 -0.003 0.000 0.002 -0.456
H -3.981285 1.266198 -1.401649 0.004 -0.002 -0.003 0.087
H 0.464197 2.413156 0.144702 0.003 -0.001 -0.014 0.090
H 1.174679 4.640792 0.976412 0.001 0.002 0.001 0.112
H -0.422978 6.512986 1.071776 0.001 0.000 0.001 0.114
H -2.762618 6.218631 0.347080 -0.001 -0.001 0.000 0.117

---

110
Properties=species:S:1:pos:R:3:forces:R:3:lowdin_charge:R:1 method="wB97M-V/def2-TZVPD" gap_ev=7.051 e_homo_ha=-0.321 total_charge=0 smiles="O=[N+]([O-])c1ccccc1.O=[N+]([O-])c1ccccc1.O=[N+]([O-])c1ccccc1.O=[N+]([O-])c1ccccc1.O=[N+]([O-])c1ccccc1.O=[N+]([O-])c1ccccc1.O=[N+]([O-])c1ccccc1.CN(C)C=O" de_lowest_kcal_mol=542.36
O 0.497573 -1.788031 -4.987883 -1.141 1.723 -1.703 0.047
N -0.011064 -0.879272 -5.668833 -1.158 1.897 0.936 -0.311
O -0.997580 -0.154717 -5.314876 2.467 -2.353 -0.636 0.023
C 0.622785 -0.425437 -6.958455 1.336 1.266 -3.437 -0.077
C 1.668948 -1.297086 -7.524956 -0.519 4.810 -3.276 0.042
C 2.387985 -0.847376 -8.824369 -7.977 5.798 4.784 0.069
C 1.925653 0.523021 -9.493175 -0.465 -4.925 3.658 -0.037
C 0.882194 1.258325 -8.953446 -2.628 0.256 2.647 -0.096
C 0.209182 0.854635 -7.705618 5.284 -5.064 -0.881 0.038
H 1.771777 -2.212996 -7.021090 0.783 -1.099 0.319 0.068
H 3.129739 -1.368446 -9.182884 3.710 -2.786 -2.100 0.006
H 2.091404 0.570606 -10.507977 1.274 0.699 -2.004 0.057
H 0.299134 2.198097 -9.370460 1.916 -2.090 0.223 0.145
H -0.564847 1.418341 -7.423956 -2.864 1.853 1.521 0.034
O 5.614189 -2.744899 -1.482241 1.905 -2.439 -0.004 0.021
N 6.615541 -3.528456 -1.526264 -0.719 2.521 -1.178 -0.357
O 7.643891 -3.330006 -0.919237 -0.285 -0.310 0.382 0.080
C 6.659648 -4.578885 -2.545900 0.509 -4.730 -3.284 -0.094
C 5.351791 -5.015020 -3.173679 2.914 -1.788 -0.634 0.017
C 5.326443 -6.200961 -4.075000 5.619 2.410 1.631 -0.007
C 6.661263 -6.870305 -4.507322 -3.034 2.640 2.169 -0.065
C 7.874584 -6.543070 -3.913556 -2.479 4.573 2.725 -0.075
C 7.982120 -5.350262 -2.928163 -3.612 0.186 0.389 0.087
H 4.491701 -4.375274 -2.927178 0.259 -0.745 -0.160 0.091
H 4.482164 -6.585658 -4.543397 -1.584 -0.197 -0.532 0.050
H 6.596613 -7.564211 -5.331949 0.058 -0.370 0.244 0.086
H 8.706461 -7.099359 -4.148190 2.018 -0.821 -0.465 0.055
H 8.924565 -4.992206 -2.365121 -1.618 -0.934 -1.280 0.115
O 3.793341 -2.119340 2.282118 -1.866 0.880 0.404 0.071
N 2.701566 -1.556468 2.413426 -0.855 0.581 -0.086 -0.332
O 2.075279 -1.337164 3.456349 1.512 -0.691 -0.413 0.043
C 1.916537 -1.081733 1.225371 -1.351 1.794 -2.378 -0.107
C 2.241600 -1.663152 -0.068293 -3.016 0.980 -0.038 0.020
C 1.287340 -1.295721 -1.248360 2.504 -1.595 1.798 -0.036
C 0.129391 -0.448572 -1.040876 2.283 -0.942 -1.550 -0.135
C -0.071595 0.187692 0.167871 1.704 1.317 4.918 -0.078
C 0.836501 0.012519 1.383605 0.678 -3.773 -4.994 0.066
H 3.053778 -2.487757 -0.089863 -1.450 1.765 -0.339 0.118
H 1.660525 -1.833739 -2.254355 -1.548 1.635 2.250 0.123
H -0.463890 -0.158659 -1.938298 0.274 -0.494 0.886 0.102
H -0.857947 0.985761 0.409926 1.021 -1.383 -1.014 0.101
H 0.701479 0.624513 2.246044 0.037 0.011 0.485 0.066
O -5.823459 1.164026 0.749614 3.483 -2.087 -0.795 0.027
N -4.903792 0.304815 0.448241 -1.587 1.767 -0.033 -0.323
O -3.707648 0.502897 0.194493 -2.006 0.549 0.748 0.054
C -5.350597 -1.042763 0.353080 -3.209 -6.077 -1.633 -0.102
C -4.418465 -2.149504 -0.138670 -4.508 -1.394 1.991 0.029
C -4.824636 -3.558769 -0.183458 -4.999 5.132 1.802 0.017
C -6.339437 -3.831250 0.121253 4.596 -1.444 -0.942 -0.088
C -7.255781 -2.884082 0.420101 -0.826 2.225 -1.568 -0.111
C -6.839899 -1.454865 0.447520 4.696 -2.301 -0.074 0.083
H -3.468137 -1.886670 -0.428766 2.136 0.587 -0.379 0.058
H -4.139327 -4.310340 -0.379195 0.993 -1.295 -0.582 0.056
H -6.732164 -4.871922 0.015228 0.765 0.872 0.086 0.103
H -8.336850 -3.333970 0.238314 1.990 1.942 1.067 0.147
H -7.538053 -0.699884 0.474286 -1.428 1.590 0.424 0.060
O -3.004440 2.767103 7.021883 -2.221 -2.326 -1.296 0.028
N -3.838384 1.910134 6.551239 0.896 2.446 1.734 -0.353
O -5.009333 1.827320 6.870534 0.434 0.358 0.066 0.087
C -3.376480 0.989994 5.602811 2.798 -6.326 -4.747 -0.122
C -4.271537 -0.020377 4.816928 1.556 0.133 -1.713 0.043
C -3.782222 -1.046241 3.840337 0.807 2.562 0.923 -0.038
C -2.338778 -1.133260 3.623927 -3.819 4.784 4.898 -0.107
C -1.474870 -0.292566 4.301692 1.810 2.471 2.429 -0.023
C -1.927295 0.747608 5.383751 -5.685 -3.729 -4.389 0.096
H -5.346525 0.131421 4.700977 0.257 0.151 0.786 0.084
H -4.439436 -1.604219 3.046596 0.852 1.135 2.212 0.117
H -1.941554 -1.786864 3.037002 2.173 -3.921 -3.870 0.031
H -0.289925 -0.369755 4.051702 -3.109 0.203 0.944 0.125
H -1.434289 1.378623 5.972086 3.282 2.154 1.892 0.039
O -3.136022 6.642711 -5.272970 0.556 -1.958 2.654 0.032
N -3.196380 6.086018 -4.134078 -2.021 1.717 -0.966 -0.356
O -4.043356 6.424976 -3.290828 1.374 -0.451 -0.884 0.055
C -2.343773 4.989159 -3.744785 4.720 -4.751 -0.606 -0.083
C -1.871923 4.774123 -2.306674 3.560 -3.379 -4.538 0.049
C -0.731909 3.838980 -1.968597 -4.390 -0.696 -9.802 0.072
C -0.216792 2.812765 -3.138905 -4.773 6.513 3.289 0.006
C -0.771547 2.970894 -4.403562 -1.031 3.008 1.561 -0.130
C -1.697300 4.036737 -4.838119 -1.574 1.137 1.808 0.058
H -2.169402 5.429472 -1.596162 -1.151 1.916 2.108 0.047
H -0.297849 3.768993 -1.090201 1.701 -0.090 4.371 -0.003
H 0.562262 2.231707 -2.816428 1.725 -1.724 0.124 0.052
H -0.221920 2.421917 -5.073085 0.403 -1.361 -2.340 0.037
H -2.032788 4.093544 -6.005825 0.907 0.089 3.317 0.146
O -0.650211 3.385184 1.526505 1.381 0.069 0.129 0.049
N -0.780642 3.844920 2.648726 -1.740 -0.803 1.065 -0.386
O 0.019355 3.979334 3.562400 0.563 -0.168 -1.438 0.078
C -2.152317 4.154816 2.984472 -4.768 1.472 3.411 -0.111
C -3.328064 3.430415 2.399859 -1.409 3.223 2.152 0.062
C -4.802972 3.996350 2.766280 4.360 0.874 1.771 -0.010
C -4.934217 5.085028 3.797656 -1.151 -0.699 -1.640 -0.135
C -3.788840 5.656211 4.400246 3.351 -0.418 2.515 -0.130
C -2.360502 5.152617 4.222535 -4.625 -1.822 -4.657 0.067
H -3.222525 2.492931 1.776065 -0.108 1.565 0.517 0.082
H -5.657690 3.533812 2.268035 0.369 0.119 0.313 0.059
H -6.032521 5.599156 4.169298 3.263 -1.916 -1.479 0.161
H -3.931347 6.431175 5.337751 0.316 -2.042 -2.705 0.141
H -1.517728 5.451834 4.809886 0.172 0.335 0.021 0.074
C 5.387388 -1.114796 7.925161 -2.604 5.399 -2.279 0.011
N 5.319605 -0.625993 6.436839 1.136 -1.140 3.389 -0.156
C 4.962885 -1.618411 5.450477 -1.288 0.018 5.569 -0.043
C 5.293449 0.689156 6.179280 -2.909 2.893 -1.804 -0.336
O 4.742086 1.113944 5.127665 1.829 -0.681 1.732 -0.053
H 5.962101 -1.959654 7.905657 1.759 -1.824 0.750 0.038
H 4.338657 -1.271980 8.247572 0.571 -0.454 -0.182 0.086
H 5.652855 -0.118489 8.446495 0.455 -2.198 -0.262 0.100
H 5.207105 -1.368644 4.577188 2.504 2.342 -7.001 0.008
H 3.957280 -1.775970 5.359959 -3.227 0.224 0.136 0.060
H 5.258479 -2.595978 5.611633 1.675 -1.760 1.062 0.082
H 5.532578 1.585128 6.969582 0.091 -2.803 -1.140 0.169

---

49
Properties=species:S:1:pos:R:3:forces:R:3:lowdin_charge:R:1 method="wB97M-V/def2-TZVPD" gap_ev="8.426 / 8.512" e_homo_ha="-0.319 / -0.322" total_charge=0 multiplicity=2 de_lowest_kcal_mol=11.93
Co 0.598253 -0.646771 -0.282317 0.233 -0.744 0.018 0.616
O 3.360554 1.753468 -2.740831 -0.284 -0.067 -0.171 0.134
C 2.624484 0.892416 -2.026241 0.661 0.081 0.865 -0.451
O 1.576917 0.428078 -2.367088 -0.526 -0.068 -0.565 0.121
C 3.267118 0.531360 -0.715670 -0.184 0.107 -0.384 -0.157
C 4.533397 0.921099 -0.357732 0.274 0.000 0.175 0.021
C 5.036571 0.455022 0.857391 0.141 0.170 -0.163 -0.020
C 4.267684 -0.381319 1.632017 -0.084 -0.135 0.140 0.032
C 2.981924 -0.709481 1.210353 0.175 0.098 -0.121 -0.122
N 2.508841 -0.244469 0.059229 -0.266 0.292 0.164 0.109
C 2.068552 -1.652154 2.003429 0.292 0.148 0.006 -0.607
O 2.618842 -2.333950 2.862987 -0.253 0.009 -0.054 0.033
O 0.863467 -1.611432 1.623779 -0.182 -0.143 -0.005 -0.036
H 2.861337 1.940251 -3.551364 0.070 0.032 -0.004 0.140
H 5.109696 1.562724 -1.007712 -0.006 -0.011 0.018 0.121
H 6.029288 0.745472 1.178505 -0.030 -0.016 -0.013 0.115
H 4.616763 -0.798740 2.565512 -0.024 -0.004 0.009 0.126
N -2.177173 -3.425584 0.250361 -0.232 0.096 0.107 0.134
C -3.133524 -2.432282 0.379899 0.122 -0.160 -0.008 -0.046
C -2.519423 -1.273845 0.023161 0.141 0.094 -0.115 -0.052
N -1.217815 -1.545261 -0.328850 -0.228 0.515 0.228 0.075
C -1.045257 -2.831219 -0.162914 0.134 -0.421 -0.106 -0.256
C 0.278686 -3.358490 -0.441080 -0.563 0.000 0.048 -0.268
N 1.131263 -2.529838 -0.984950 0.720 0.076 0.021 0.073
C 2.331613 -3.211191 -1.054036 -0.183 0.170 -0.066 -0.082
C 2.169744 -4.460234 -0.551631 -0.215 -0.082 0.060 -0.045
N 0.839794 -4.544373 -0.170136 0.293 -0.204 0.003 0.146
H -2.308594 -4.398903 0.459102 -0.009 -0.005 -0.002 0.162
H -4.134473 -2.641587 0.712362 0.029 -0.006 -0.019 0.117
H -2.918678 -0.273232 -0.007025 0.053 -0.047 0.024 0.109
H 3.221402 -2.765074 -1.466135 -0.048 0.019 0.046 0.117
H 2.851447 -5.283101 -0.430917 -0.028 0.023 0.000 0.119
H 0.432709 -5.291870 0.363758 0.000 -0.019 -0.023 0.165
O -0.190065 2.410165 1.742243 0.046 -0.066 0.008 0.067
C -0.641167 1.973295 0.699257 0.089 -0.205 0.130 -0.578
O -0.125241 1.083293 -0.073020 -0.140 0.365 -0.203 -0.113
C -1.972729 2.503400 0.189296 -0.005 0.122 -0.016 -0.115
C -2.435895 2.191111 -1.082921 -0.063 0.010 -0.060 -0.032
C -3.656393 2.679551 -1.536902 0.016 -0.008 -0.008 -0.058
C -4.434210 3.480445 -0.715816 0.010 -0.080 -0.142 -0.010
C -3.951232 3.773750 0.544185 -0.301 0.246 0.321 -0.131
C -2.740272 3.314938 1.015738 0.118 -0.053 0.025 0.065
N -4.787854 4.631969 1.432544 0.312 -0.043 -0.228 -0.353
O -5.844871 5.038444 0.991781 -0.048 -0.058 -0.003 0.065
O -4.353059 4.891436 2.533252 -0.032 -0.040 0.054 0.082
H -1.819931 1.560876 -1.711247 -0.005 0.007 -0.007 0.116
H -4.002973 2.437473 -2.533517 0.008 0.000 0.013 0.105
H -5.388656 3.874126 -1.031907 0.010 -0.003 0.006 0.116
H -2.380840 3.570235 2.001802 -0.008 0.004 -0.002 0.131

---

15
Properties=species:S:1:pos:R:3:forces:R:3:lowdin_charge:R:1 method="wB97M-V/def2-TZVPD" gap_ev=10.389 e_homo_ha=-0.352 total_charge=0 smiles="COP(=N)(O)OC" de_lowest_kcal_mol=13.30
C -0.373625 -1.680256 -1.573697 2.848 -0.766 2.449 -0.088
O -0.973964 -1.331127 -0.287040 0.245 0.100 -0.230 -0.266
P -0.128835 -0.253369 0.520404 -1.618 -0.219 2.960 0.474
N 1.369777 -0.574002 0.791791 -2.454 2.842 -4.254 -0.098
O -1.209615 -0.000558 1.899306 2.217 -0.965 -2.488 -0.179
O -0.458228 1.039534 -0.298426 0.446 1.547 -0.284 -0.240
C 0.284659 2.288400 0.034194 -1.596 -0.453 -1.932 -0.033
H -0.536923 -0.869437 -2.224961 -1.193 0.170 -1.527 0.062
H -0.583777 -2.755432 -1.699434 -0.399 0.941 -0.842 0.100
H 0.766949 -1.599976 -1.445741 -1.359 -0.489 -0.022 0.088
H 1.568595 -0.998138 1.594315 1.230 -2.156 4.045 -0.077
H -1.222206 -0.850177 2.366279 -0.116 0.232 0.094 0.046
H -0.127673 2.750508 0.904535 -0.745 0.559 0.123 0.083
H 0.441444 2.922521 -0.881996 -0.812 -0.677 1.015 0.114
H 1.183420 1.911510 0.300470 3.307 -0.667 0.894 0.014